Entry from the Open Molecules 2025 dataset: a structure of composition C33H25CeN4O3S (wB97M-V/def2-TZVPD).

Computed properties:
E, a.u.: -2590.70101
Energy above the lowest of the compared OMol25 structures with the same formula, charge and spin, kcal per mole: 0.0
<S²>: 0.751
HOMO (spin up / spin down), eV: -7.92 / -7.92

Geometry as ORCA input:
```
! wB97M-V def2-TZVPD RIJCOSX def2/J DEFGRID3
* xyz 0 2
Ce -0.44218 -0.22924 0.92889
S -2.69152 -4.48652 2.65878
C -2.18733 -3.67716 4.10389
C -2.39678 -4.04521 5.43019
C -1.92052 -3.20783 6.41854
C -1.26337 -2.01642 6.09209
C -1.05626 -1.65371 4.77757
C -1.50859 -2.50404 3.76736
N -1.37160 -2.28593 2.39826
C -1.95046 -3.23932 1.71182
C -2.00974 -3.25137 0.23681
C -2.59212 -4.32619 -0.43828
C -2.64235 -4.29937 -1.82182
C -2.11480 -3.21245 -2.51037
C -1.54325 -2.15338 -1.81367
C -1.47761 -2.13301 -0.41540
H -2.92056 -4.95762 5.67937
H -2.07194 -3.46942 7.45682
H -0.92956 -1.35937 6.88394
H -0.60222 -0.70590 4.52946
H -3.00276 -5.18365 0.08279
H -3.08957 -5.12407 -2.36125
H -2.15429 -3.19867 -3.59325
H -1.14516 -1.32248 -2.39262
C 2.16727 1.48656 4.33451
C 1.25744 1.30576 3.13772
C 1.67788 2.17935 1.96262
O 1.35260 -0.08491 2.68264
C -0.22496 1.60886 3.48442
O -0.48518 2.34207 4.41328
O -1.09342 1.03721 2.69916
H 3.20425 1.30381 4.05149
H 1.88186 0.80593 5.13980
H 2.06410 2.49618 4.72376
H 2.67977 1.91001 1.62837
H 1.66116 3.21949 2.28920
H 1.00933 2.12799 1.09494
H 1.51353 -0.65801 3.44368
N 2.37592 3.93355 -8.57706
C 2.09984 3.52001 -7.54184
C 1.75256 3.00207 -6.24523
C 0.69901 2.09900 -6.12717
C 0.36045 1.60853 -4.87817
C 1.07796 2.00279 -3.75377
C 2.13432 2.89626 -3.88045
C 2.47042 3.40474 -5.12325
C 0.70688 1.45779 -2.41376
C 1.60926 0.53406 -1.88016
C 2.75960 0.02671 -2.52925
C 3.34538 -0.88040 -1.67331
C 2.52944 -0.89900 -0.52613
N 1.50239 -0.07004 -0.62967
C -0.48714 1.94357 -1.88931
C -1.32215 2.92696 -2.47609
C -2.40290 3.09459 -1.64072
C -2.19582 2.20629 -0.56543
N -1.06976 1.52399 -0.69377
H 0.15159 1.79073 -7.00649
H -0.46137 0.91339 -4.77055
H 2.69005 3.19682 -3.00245
H 3.28463 4.10772 -5.22763
H 3.09829 0.29457 -3.51629
H 4.23565 -1.46427 -1.83493
H 2.67503 -1.49042 0.37018
H -1.13243 3.45118 -3.39810
H -3.23616 3.76484 -1.76466
H -2.83201 2.06596 0.29992
*
```

Entry from the Open Molecules 2025 dataset: a structure of composition C33H25ClCrN4O4S3 (wB97M-V/def2-TZVPD).

Computed properties:
E, a.u.: -4491.97553
Energy above the lowest of the compared OMol25 structures with the same formula, charge and spin, kcal per mole: 20.9
<S²>: 3.804
HOMO (spin up / spin down), eV: -3.47 / -3.51

Geometry as ORCA input:
```
! wB97M-V def2-TZVPD RIJCOSX def2/J DEFGRID3
* xyz -1 4
Cr 0.36372 0.73905 0.18218
C -0.91854 1.02948 4.43591
C 0.14293 0.44554 5.10804
C 1.22982 -0.01772 4.39217
C 1.22896 0.11617 3.00921
N 0.19533 0.66554 2.37343
C -0.84905 1.11320 3.05922
C 2.33645 -0.33069 2.13870
C 3.51736 -0.85467 2.63464
C 4.50918 -1.22545 1.74257
C 4.29362 -1.06705 0.38827
C 3.08510 -0.54057 -0.03584
N 2.13133 -0.18717 0.82341
H -1.78931 1.40018 4.95733
H 0.12393 0.34871 6.18610
H 2.06390 -0.47507 4.90157
H -1.65343 1.54716 2.47725
H 3.67304 -0.95505 3.69744
H 5.44439 -1.62906 2.11003
H 5.04003 -1.33365 -0.34609
H 2.86599 -0.39507 -1.08248
O -1.98116 -2.05264 2.39486
S -1.11662 -2.03149 1.23703
O 0.28676 -2.28207 1.44279
N -1.23535 -0.64933 0.42160
C -2.49029 -0.15406 0.10172
C -3.71431 -0.79038 0.19665
C -4.89425 -0.15297 -0.23238
C -4.89404 1.11253 -0.74701
C -3.66919 1.81301 -0.83084
C -3.54553 3.12787 -1.33402
C -2.32584 3.73700 -1.36527
C -1.19903 3.04891 -0.87643
N -1.29299 1.82787 -0.40506
C -2.49137 1.18481 -0.39195
C -1.71472 -3.31681 0.15537
C -1.23777 -3.38480 -1.14495
C -1.67461 -4.41201 -1.96812
C -2.56964 -5.36016 -1.49039
C -3.03556 -5.28420 -0.18444
C -2.60935 -4.25664 0.64451
H -3.78765 -1.78595 0.60403
H -5.82611 -0.69942 -0.14991
H -5.80649 1.58745 -1.08477
H -4.43318 3.63686 -1.69252
H -2.19807 4.73852 -1.75068
H -0.20937 3.48516 -0.87584
H -0.54698 -2.62956 -1.50628
H -1.31563 -4.46740 -2.98794
H -2.90749 -6.15930 -2.13878
H -3.73430 -6.02253 0.18855
H -2.96341 -4.16921 1.66321
S 0.31336 -0.29512 -1.98018
C 1.56955 0.10539 -3.15360
C 1.71834 -0.75255 -4.24455
C 2.66487 -0.51209 -5.22846
C 3.49020 0.60226 -5.11348
C 3.35533 1.45311 -4.02988
C 2.39567 1.24050 -3.02750
S 2.22732 2.29037 -1.65395
H 1.07063 -1.61949 -4.31477
H 2.75892 -1.18834 -6.06984
H 4.24132 0.80608 -5.86868
H 3.99896 2.31970 -3.93571
Cl 0.77119 5.56680 1.10696
C 2.24579 4.56270 1.29757
C 1.95671 3.07738 1.52993
O 2.71044 2.48112 2.29871
O 0.99353 2.60741 0.85007
H 2.81339 4.97219 2.12536
H 2.80327 4.64974 0.36624
*
```

Entry from the Open Molecules 2025 dataset: a structure of composition C33H25F4MoN4S3 (wB97M-V/def2-TZVPD).

Computed properties:
E, a.u.: -3152.59541
Energy above the lowest of the compared OMol25 structures with the same formula, charge and spin, kcal per mole: 6.4
HOMO (spin up / spin down), eV: -16.11 / -16.11

Geometry as ORCA input:
```
! wB97M-V def2-TZVPD RIJCOSX def2/J DEFGRID3
* xyz 3 1
Mo 1.43889 0.37196 0.91637
C 0.71411 -1.72167 3.86115
C -0.02748 -0.41064 4.02440
S 0.77180 1.03079 3.29094
C 2.33019 1.29001 4.17695
C 3.47343 0.35366 3.82354
S 3.71135 0.17435 2.02373
C 4.06279 -1.59279 1.87211
C 2.97719 -2.54842 2.35942
S 1.25149 -1.99012 2.14047
H 0.05161 -2.54458 4.13036
H 1.58549 -1.77505 4.50883
H -0.21375 -0.19318 5.07726
H -1.00065 -0.44074 3.52997
H 2.11093 1.24190 5.24528
H 2.58884 2.32660 3.95608
H 3.33879 -0.63854 4.24579
H 4.40528 0.75954 4.21908
H 4.99702 -1.78451 2.40360
H 4.26304 -1.73117 0.81008
H 3.08817 -2.78468 3.41605
H 3.07136 -3.49237 1.82351
F -2.62271 2.54540 -0.33033
C -3.89536 2.13771 -0.31388
C -4.86225 2.95859 -0.76631
F -4.52925 4.14245 -1.21137
C -6.26222 2.56424 -0.76744
C -6.51844 1.23272 -0.24122
C -5.52828 0.42339 0.19830
F -5.82939 -0.77799 0.65957
C -4.15652 0.82655 0.18954
C -3.14340 -0.00532 0.64632
C -1.78161 0.34215 0.70036
N -0.63104 0.44331 0.72722
C -3.30338 -1.32467 1.18847
N -3.24082 -2.36210 1.67976
F -7.74930 0.79898 -0.19811
C -7.25632 3.37313 -1.23610
C -8.64078 3.01131 -1.22156
N -9.76793 2.78830 -1.20716
C -7.01779 4.66906 -1.79861
N -6.85464 5.69408 -2.29090
C 1.53111 -3.90300 -4.79248
C 0.74600 -4.46756 -3.78746
C 0.70068 -3.86021 -2.55649
C 1.41353 -2.64966 -2.31991
C 2.21017 -2.09969 -3.36431
C 2.27008 -2.73055 -4.57846
C 1.29888 -2.09513 -1.03760
C 1.72991 -0.84293 -0.57325
C 2.17706 0.32655 -1.35822
C 1.25799 0.99374 -2.20295
C 1.66047 2.08347 -2.93831
C 2.98588 2.52598 -2.84694
C 3.91684 1.86347 -2.05359
C 3.51543 0.76193 -1.32054
H 1.58191 -4.38860 -5.75922
H 0.19529 -5.37867 -3.97368
H 0.11031 -4.29210 -1.75747
H 2.79526 -1.20776 -3.19548
H 2.88970 -2.33607 -5.37151
H 0.77973 -2.72142 -0.31695
H 0.23445 0.64159 -2.25067
H 0.96312 2.60444 -3.57989
H 3.29602 3.39147 -3.41911
H 4.94172 2.20573 -2.01316
H 4.24018 0.22036 -0.72553
C 1.66733 2.25267 0.65740
H 1.51817 2.99250 1.44755
H 1.97429 2.72784 -0.27324
*
```

Entry from the Open Molecules 2025 dataset: a structure of composition C33H25F5ILiN7O4S in a non-equilibrium geometry (wB97M-V/def2-TZVPD).

Computed properties:
E, a.u.: -3159.69749
Energy above the lowest of the compared OMol25 structures with the same formula, charge and spin, kcal per mole: 0.0
HOMO, eV: -4.12

Geometry as ORCA input:
```
! wB97M-V def2-TZVPD RIJCOSX def2/J DEFGRID3
* xyz -1 1
Li 0.82430 1.13675 -0.30640
C -2.41590 4.20845 0.04770
C -1.39750 3.46095 -0.55900
N -1.44050 2.16225 -0.70680
C -2.50950 1.49465 -0.26740
C -3.62060 2.16045 0.30840
C -3.53920 3.55095 0.47980
C -4.77960 1.43025 0.68510
C -4.84440 0.09265 0.50740
C -3.73940 -0.62285 -0.02590
C -3.78380 -2.01465 -0.19760
C -2.67850 -2.66435 -0.68360
C -1.54120 -1.90065 -0.97130
N -1.48250 -0.59855 -0.85400
C -2.55190 0.05825 -0.39590
H -2.31970 5.27785 0.16700
H -0.50900 3.94485 -0.93720
H -4.36260 4.07725 0.94760
H -5.60710 1.97695 1.11070
H -5.72540 -0.46915 0.78190
H -4.68890 -2.54975 0.06030
H -2.67980 -3.73615 -0.82450
H -0.64520 -2.38675 -1.32740
N 3.08790 4.08395 1.05050
C 2.29080 3.02765 1.31880
O 1.25160 2.83375 0.72040
C 2.66240 2.08715 2.43190
I 4.05570 2.84625 3.85660
H 2.90200 4.54845 0.17410
H 4.04430 4.08075 1.36640
H 3.10340 1.19865 1.97690
H 1.75580 1.79935 2.96250
O 3.55810 1.50405 -0.40420
N 3.17510 1.73785 -1.57100
O 1.96820 1.47795 -1.82530
F 0.70450 1.16785 8.33630
C 0.38810 1.11445 7.02070
C -0.55550 1.98335 6.47770
F -1.13780 2.90685 7.27490
C -0.90720 1.89555 5.14790
F -1.81650 2.77405 4.67030
C -0.36640 0.92655 4.26620
S -0.90680 0.74805 2.66990
C 0.63350 0.10865 4.84990
F 1.27160 -0.80145 4.07510
C 0.99490 0.18815 6.17800
F 1.93160 -0.64715 6.67650
C -2.35930 -0.96925 -4.90750
C -0.93610 -1.25075 -4.52910
C -0.53220 -2.49495 -4.07240
C 0.79010 -2.74795 -3.74610
C 1.74300 -1.74605 -3.88320
N 3.11210 -1.96525 -3.68550
C 3.78540 -2.95715 -3.02990
O 4.87420 -3.34065 -3.41710
N 3.20140 -3.54475 -1.92650
C 2.41860 -2.97035 -0.92000
C 2.00660 -3.77985 0.13940
C 1.25220 -3.22565 1.15690
C 0.94640 -1.87145 1.09930
N 1.35950 -1.09965 0.11130
C 2.06600 -1.62105 -0.87090
C 1.34320 -0.48775 -4.32960
C 0.02250 -0.24815 -4.63930
H -2.99820 -1.83065 -4.72930
H -2.42350 -0.70555 -5.96300
H -2.73770 -0.12665 -4.33180
H -1.25740 -3.29035 -3.96520
H 1.08170 -3.73045 -3.40480
H 3.71420 -1.40765 -4.27760
H 3.74050 -4.34685 -1.62060
H 2.28550 -4.82595 0.15800
H 0.92370 -3.82385 1.99420
H 0.35410 -1.38695 1.86130
H 2.37210 -0.92475 -1.63060
H 2.07310 0.30375 -4.41100
H -0.27310 0.73625 -4.96900
*
```